C4H11N2 | ωB97M-V/def2-TZVPD

The geometry in XYZ format:
```
17
Properties=species:S:1:pos:R:3:forces:R:3
C 1.6667 -0.8348 -1.1286 -3.4437 0.4863 -2.4221
N 0.7553 -0.4219 -0.1053 -1.3312 0.7669 1.5955
C 1.4160 0.3066 0.9547 1.9933 -0.4485 1.0762
C -0.5635 0.0569 -0.4930 1.5152 -1.1909 -0.1917
C -1.6137 0.0079 0.5863 -0.2837 -1.3772 0.3668
N -2.6892 0.6912 0.5471 -3.9734 1.9666 0.4440
H 1.7747 -0.0870 -1.8957 0.1920 0.7761 -0.4816
H 2.5970 -1.0381 -0.8114 3.0810 -0.7895 1.7376
H 1.3051 -1.6990 -1.6696 -0.2219 -0.4922 0.0619
H 2.3765 0.7808 0.5524 -1.3705 -0.0700 0.6329
H 0.7850 1.0821 1.4883 0.6833 -1.0106 -0.6270
H 1.7981 -0.5183 1.6613 -0.5711 1.6333 -0.4049
H -0.7340 -0.6691 -1.2958 -1.3123 -0.0474 0.0825
H -0.6237 1.0141 -0.9952 0.1041 0.8239 -0.0574
H -1.6659 -0.6913 1.4760 0.9572 0.5871 -1.2425
H -3.0719 1.4391 -0.1045 1.7970 -1.2343 0.2076
H -3.5127 0.5810 1.2329 2.1849 -0.3795 -0.7777
```
Positions in Å, forces in eV/Å.

## Properties
total charge: +1
energy above the lowest of the compared OMol25 structures with the same formula, charge and spin: 71.22 kcal per mole
structure (SMILES): CN(C)CC=[NH2+]
gap between HOMO and LUMO: 0.266 Eh
2S+1: 1
strongest force on any atom: 0.0866 Eh/bohr